[1]
ORCA calculation (ωB97M-V/def2-TZVPD) on an isolated ion of composition C3H10NS and charge +1 in a non-equilibrium geometry.

Output
ΔE to the lowest compared entry with this formula, charge and spin = 15.0 kcal/mol
Charge = +1
Orbital gap = 9.4 eV
E_HOMO = -13.1 eV
2S+1 = 1

Positions of all 15 atoms, in Å:
C 1.148 -1.524 -0.223
C 0.352 -0.530 0.535
N -0.484 -1.422 1.637
C -0.728 0.252 -0.150
S -0.099 1.726 -1.075
H 1.638 -1.044 -1.078
H 0.492 -2.248 -0.711
H 1.959 -1.971 0.344
H 0.864 0.037 1.312
H -0.849 -0.800 2.354
H -1.144 -2.068 1.209
H 0.172 -2.085 2.067
H -1.139 -0.343 -0.965
H -1.520 0.623 0.492
H 0.860 2.004 -0.162

Forces on atoms 1 to 6 (eV/Å):
0.56 0.33 -1.37
-1.58 -0.72 2.50
1.49 -0.61 -0.60
0.30 0.88 -1.47
0.53 -0.47 0.60
-0.04 0.24 0.18

Atom charges from the Mulliken analysis, given in e for atoms 1 to 5: -1.31 0.23 -0.47 -0.84 -0.14


[2]
ORCA calculation (ωB97M-V/def2-TZVPD) on an isolated ion of composition C3H10NS and charge +1 in a non-equilibrium geometry.

Output
ΔE to the lowest compared entry with this formula, charge and spin = 62.1 kcal/mol
Charge = +1
Orbital gap = 10.0 eV
E_HOMO = -14.7 eV
2S+1 = 1

Positions of all 15 atoms, in Å:
C -0.362 1.396 0.966
N -1.238 1.853 -0.106
H -1.030 0.941 1.698
H 0.170 2.249 1.380
H -0.714 1.784 -0.993
H -1.855 1.068 -0.315
C -0.348 -1.603 0.725
S 1.037 -0.009 0.599
C 1.377 -0.535 -1.405
H 0.268 -2.271 1.306
H -1.147 -1.245 1.388
H -0.544 -1.877 -0.304
H 2.142 -1.294 -1.279
H 1.865 0.298 -1.895
H 0.381 -0.757 -1.764

Forces on atoms 1 to 6 (eV/Å):
-0.81 0.67 -1.17
1.48 -2.23 -0.85
0.68 -0.24 0.30
0.47 -0.34 -0.03
0.04 1.24 0.38
-0.72 0.27 0.49

Atom charges from the Mulliken analysis, given in e for atoms 1 to 5: -0.40 -0.54 0.37 0.38 0.27


[3]
ORCA calculation (ωB97M-V/def2-TZVPD) on an isolated ion of composition C3H10NS and charge +1 in a non-equilibrium geometry.

Output
ΔE to the lowest compared entry with this formula, charge and spin = 16.9 kcal/mol
Charge = +1
Orbital gap = 11.5 eV
E_HOMO = -14.5 eV
2S+1 = 1

Positions of all 15 atoms, in Å:
C 1.224 -0.647 0.220
N 0.712 -1.852 -0.283
H 1.843 -0.810 1.091
H 1.707 0.018 -0.504
H 0.605 -1.912 -1.285
H 1.263 -2.658 -0.010
C 0.044 2.015 0.007
S -0.198 0.453 0.898
C -1.623 -0.259 0.164
H 1.113 2.197 -0.043
H -0.389 2.765 0.663
H -0.475 1.978 -0.920
H -1.796 -1.248 0.572
H -2.504 0.344 0.345
H -1.526 -0.384 -0.914

Forces on atoms 1 to 6 (eV/Å):
-0.41 0.34 -0.47
0.40 -0.67 -0.20
0.16 0.09 0.12
0.00 -0.13 0.16
-0.08 0.32 -0.05
-0.23 0.08 0.29

Atom charges from the Mulliken analysis, given in e for atoms 1 to 5: -0.40 -0.49 0.40 0.31 0.22